Entry from the OMol25 dataset: the molecule C8H7N2O3P (ωB97M-V/def2-TZVPD).

As for the largest force on an atom: 0.953 eV/A. For the LUMO energy, the calculation gives -0.68 eV. The structure (SMILES) is NP(O)c1ccc2c(c1)C(=O)NC2=O. Its HOMO energy is -9.08 eV. For the HOMO-LUMO gap, the calculation gives 0.3089 hartree. The total energy is -26821.5573 eV.

```
! RIJCOSX wB97M-V def2-TZVPD def2/J DEFGRID3
* xyz 0 1
N -2.53 -0.41 2.55
P -2.89 0.13 0.95
O -3.40 -1.29 0.26
C -1.23 0.29 0.15
C -1.14 1.06 -1.01
C 0.07 1.20 -1.69
C 1.18 0.57 -1.16
C 1.11 -0.16 0.01
C -0.10 -0.34 0.68
C 2.48 -0.67 0.33
O 2.75 -1.51 1.13
N 3.41 0.02 -0.53
C 2.60 0.51 -1.63
O 3.00 0.72 -2.73
H -2.74 -1.41 2.61
H -1.57 -0.28 2.83
H -2.70 -1.66 -0.30
H -2.02 1.55 -1.40
H 0.15 1.79 -2.60
H -0.13 -0.94 1.57
H 3.73 0.85 -0.03
*
```